17
Properties=species:S:1:pos:R:3 method="wB97M-V/def2-TZVPD" spin_multiplicity=1 smiles="[H]/N=C/O[C@@H]1CC(Cl)=CC=N1" homo_lumo_gap_ha=0.3500 lumo_ha=0.0126 e_tot_ev=-23884.44263 total_charge=0 e_homo_ev=-9.2
C -0.083 -1.534 -1.353
C -1.331 -1.116 -0.747
C -0.310 -0.194 1.158
C -0.452 2.141 0.716
C 1.092 -0.443 0.548
C 1.049 -1.219 -0.724
N -1.451 -0.520 0.360
N -0.241 2.003 -0.515
O -0.445 1.155 1.606
Cl 2.594 -1.618 -1.377
H -0.095 -2.064 -2.290
H -2.250 -1.338 -1.276
H -0.423 -0.759 2.094
H -0.652 3.081 1.251
H 1.559 0.523 0.332
H 1.729 -0.955 1.272
H -0.289 2.859 -1.053


16
Properties=species:S:1:pos:R:3 method="wB97M-V/def2-TZVPD" spin_multiplicity=1 smiles=CC[C@@H](O)CO homo_lumo_gap_ha=0.4075 lumo_ha=0.0336 e_tot_ev=-8404.54443 total_charge=0 e_homo_ev=-10.2
C -2.101 -0.639 -0.091
C -1.012 0.270 0.482
C 0.381 -0.091 -0.010
O 0.367 -0.418 -1.377
C 1.511 0.909 0.187
O 2.643 0.152 -0.245
H -3.073 -0.404 0.355
H -2.181 -0.518 -1.175
H -1.881 -1.694 0.108
H -1.254 1.318 0.255
H -0.979 0.185 1.574
H 0.788 -0.977 0.589
H 1.313 -0.398 -1.607
H 1.622 1.215 1.234
H 1.419 1.801 -0.445
H 2.438 -0.710 0.167


13
Properties=species:S:1:pos:R:3 method="wB97M-V/def2-TZVPD" spin_multiplicity=2 s2=0.75 homo_lumo_gap_ha="0.1714 / 0.2387" lumo_ha="-0.1494 / -0.1495" e_tot_ev=-40050.37264 total_charge=+1 e_homo_ev="-8.7 / -10.6"
C -1.869 -1.040 -0.601
C -1.189 -1.248 0.706
C 0.238 -0.850 0.533
C 0.630 0.455 0.527
O 1.845 0.870 0.349
O -2.770 -0.205 -0.772
Li -3.756 1.097 0.022
Yb 3.416 2.735 0.246
H -1.406 -1.502 -1.494
H -1.707 -0.721 1.518
H 0.975 -1.628 0.320
H -0.135 1.226 0.729
H -1.382 -2.390 0.611


Calculated energy relative to the best compared isomer or geometry (same formula, charge and spin), 0.757 1.003 0.000 eV (same order as the records).